DFT (wB97M-V/def2-TZVPD) results for a 9-piece molecular cluster, C39H87N12O12P3 overall.

Geometry (Å):
C1 4.29799 0.38200 4.66981
C2 5.64904 -0.13795 5.06546
O1 5.73388 -1.39077 4.40567
C3 4.63784 -1.56761 3.60794
O2 4.42820 -2.56229 2.95690
O3 3.83118 -0.52213 3.71312
H1 4.30269 1.40520 4.29412
H2 3.61115 0.43933 5.51425
H3 5.83357 -0.19668 6.13811
H4 6.30084 0.65245 4.69328
C4 5.40623 0.20873 -1.22265
C5 6.59412 0.30093 -0.18917
O4 5.91533 0.60575 1.02485
C6 4.76161 1.08904 0.78483
O5 3.95147 1.46837 1.60794
O6 4.46657 1.04129 -0.51222
H5 5.03983 -0.79886 -1.41915
H6 5.70041 0.64337 -2.17798
H7 7.29402 1.10889 -0.40231
H8 7.20440 -0.59843 -0.10667
C7 2.05985 -1.25028 -0.00379
C8 1.39909 -0.92075 1.25428
O7 0.57404 0.20254 0.86894
C9 0.75475 0.51472 -0.39287
O8 0.02496 1.32074 -0.93572
O9 1.82903 -0.14875 -0.88562
H9 1.85362 -2.21545 -0.46643
H10 3.13467 -1.15076 0.14775
H11 2.14114 -0.67645 2.01441
H12 0.70147 -1.68548 1.59578
C10 -0.20599 -2.69744 3.84485
C11 -1.34769 -2.87613 4.88373
C12 -0.95010 -3.96352 5.95416
C13 -0.89257 -5.38293 5.45916
N1 -0.88068 -6.47639 5.06993
H13 0.63777 -2.28075 4.39490
H14 -0.55110 -1.94760 3.13300
H15 -0.01522 -3.64626 3.34342
H16 -2.28148 -3.21683 4.43647
H17 -1.50270 -1.96609 5.46329
H18 -1.56959 -3.89186 6.84813
H19 0.02261 -3.74108 6.39287
C14 -0.95012 6.20164 1.62301
C15 -1.43299 4.89859 0.94964
C16 -1.26243 3.59981 1.76955
C17 -2.22819 3.39686 2.84853
N2 -3.00754 3.26288 3.71221
H20 -0.98779 7.00194 0.88395
H21 0.08018 6.11944 1.96917
H22 -1.56011 6.39304 2.50583
H23 -0.91808 4.81682 -0.00759
H24 -2.51051 4.92986 0.78821
H25 -0.29459 3.53350 2.26653
H26 -1.36108 2.76017 1.08153
C18 0.42652 4.86968 -2.62554
C19 1.78470 4.25288 -3.00309
C20 2.71019 3.77649 -1.87803
C21 2.90963 4.80897 -0.90083
N3 3.05183 5.68478 -0.09993
H27 -0.16109 5.00681 -3.53329
H28 0.55681 5.85442 -2.17675
H29 -0.10733 4.12382 -2.03664
H30 2.40553 5.00023 -3.49721
H31 1.60279 3.37192 -3.61865
H32 3.70789 3.48878 -2.20957
H33 2.27130 2.91577 -1.37339
O10 6.34903 -2.76079 -1.37377
P1 6.04356 -4.10967 -1.89253
N4 7.07285 -5.41644 -1.48619
C22 6.72492 -6.83004 -1.75573
C23 8.49460 -5.08970 -1.29531
N5 5.93656 -4.18312 -3.53594
C24 6.59706 -3.09333 -4.28233
C25 5.52256 -5.26687 -4.39935
N6 4.50287 -4.68103 -1.38809
C26 3.30691 -4.09428 -2.17676
C27 4.22700 -4.70929 0.04009
H34 6.86586 -7.45034 -0.87059
H35 7.27039 -7.31695 -2.56412
H36 5.66915 -7.01458 -1.95421
H37 8.88406 -4.85564 -2.28609
H38 9.04333 -5.98201 -0.99401
H39 8.64952 -4.31967 -0.53956
H40 7.63398 -3.39507 -4.43007
H41 6.12348 -2.97222 -5.25659
H42 6.54040 -2.15260 -3.73466
H43 6.39964 -5.91158 -4.34266
H44 4.62252 -5.78974 -4.07586
H45 5.20189 -4.89346 -5.37189
H46 3.08444 -4.57866 -3.12753
H47 2.38965 -4.24227 -1.60682
H48 3.47951 -3.02177 -2.26656
H49 4.49464 -3.78020 0.54334
H50 4.90902 -5.42713 0.49578
H51 3.18145 -4.92216 0.26284
O11 -3.77633 -3.30344 2.16915
P2 -4.56724 -2.15317 1.64060
N7 -3.70334 -1.21283 0.50506
C28 -3.38854 -1.92422 -0.74669
C29 -2.64670 -0.33137 0.87929
N8 -5.11419 -1.12254 2.90966
C30 -5.84482 0.12951 2.66846
C31 -4.47240 -1.18228 4.26238
N9 -6.10497 -2.59903 0.85561
C32 -6.74451 -3.85844 1.23677
C33 -6.97842 -1.57377 0.32121
H52 -2.61781 -2.66605 -0.53748
H53 -3.05972 -1.19435 -1.48646
H54 -4.24806 -2.40386 -1.21494
H55 -1.99809 -0.77800 1.63290
H56 -3.04683 0.60814 1.26052
H57 -2.00164 -0.20489 0.00980
H58 -5.81872 0.31564 1.59478
H59 -6.85943 0.10499 3.06603
H60 -5.32395 0.93878 3.18018
H61 -5.23012 -0.69682 4.87743
H62 -4.35988 -2.20860 4.61182
H63 -3.54686 -0.60657 4.26907
H64 -7.07164 -3.89501 2.27588
H65 -7.58923 -4.05870 0.57765
H66 -6.07035 -4.71411 1.19880
H67 -6.48712 -0.78548 -0.24916
H68 -7.57963 -1.08480 1.08772
H69 -7.70734 -2.03841 -0.34280
O12 -3.73302 3.17470 -4.30849
P3 -4.44553 3.77896 -3.17232
N10 -4.40963 2.66247 -1.80134
C34 -3.14093 2.47955 -1.17236
C35 -5.22158 1.46694 -1.83093
N11 -6.11079 4.17875 -3.45587
C36 -6.64845 4.39952 -4.85085
C37 -7.02924 4.57181 -2.40749
N12 -3.77641 5.23543 -2.60770
C38 -4.06097 5.84310 -1.28665
C39 -3.12950 6.08096 -3.56903
H70 -2.61073 3.41599 -1.34571
H71 -2.49626 1.75968 -1.67663
H72 -3.17262 2.35767 -0.08966
H73 -5.20427 1.07985 -0.81213
H74 -4.91373 0.77427 -2.61423
H75 -6.25101 1.73896 -2.06409
H76 -6.41012 5.43525 -5.09283
H77 -6.25711 3.78328 -5.66030
H78 -7.71218 4.16195 -4.86206
H79 -7.02082 5.61750 -2.10001
H80 -8.06947 4.34749 -2.64348
H81 -6.71105 4.13317 -1.46175
H82 -5.00254 6.39044 -1.33132
H83 -4.33109 5.00742 -0.64108
H84 -3.24181 6.45711 -0.91239
H85 -2.18728 6.51665 -3.23662
H86 -3.71838 6.97544 -3.77204
H87 -2.86821 5.39303 -4.37314

Atoms 1-3, force components in eV/Å:
C -1.14 1.19 1.29
C 0.31 1.19 -0.13
O 0.19 -0.12 -0.18

Calculated values
HOMO level (alpha / beta) = 0.65 / -6.42 eV
total charge = -1
gap between HOMO and LUMO (alpha / beta) = 1.29 / 8.32 eV
electronic energy = -112172.3142 eV
2S+1 = 2

---

DFT (wB97M-V/def2-TZVPD) results for a 6-piece molecular cluster, C39H87N6O5P overall.

Geometry (Å):
O1 -0.12723 2.51808 -0.19910
C1 -0.54049 1.71178 0.83861
O2 -0.35705 2.09451 2.03448
O3 -1.05124 0.59726 0.55270
H1 0.04313 3.33460 0.30355
C2 5.02625 6.59969 1.69756
C3 4.58043 5.15091 1.44295
N1 3.31164 4.85312 2.09258
C4 2.07377 4.85652 1.49811
C5 1.15451 4.73357 2.48089
N2 1.83295 4.81410 3.68150
C6 3.13772 4.91535 3.42013
C7 1.19550 4.99125 4.98492
H2 4.24152 7.34878 1.58281
H3 5.92435 6.82282 1.12369
H4 5.35623 6.76876 2.72831
H5 5.39395 4.57225 1.88008
H6 4.55080 4.93322 0.37961
H7 2.05679 4.92260 0.42427
H8 0.08493 4.73482 2.40711
H9 3.94996 5.13908 4.09189
H10 1.77378 4.50833 5.76528
H11 0.21274 4.52662 4.94438
H12 1.04286 6.05878 5.13061
C8 -0.18324 -1.67539 3.57047
C9 -1.47309 -1.85172 4.36265
N3 -2.33715 -0.64835 4.35752
C10 -3.70543 -0.64426 4.49883
C11 -4.13196 0.63944 4.33935
N4 -3.00505 1.40549 4.09216
C12 -1.95335 0.60143 4.12406
C13 -3.03052 2.82617 3.84744
H13 0.36400 -2.61710 3.55805
H14 0.50253 -0.99266 4.08511
H15 -0.23674 -1.20891 2.58369
H16 -1.20939 -2.02691 5.40206
H17 -2.10681 -2.59116 3.87787
H18 -4.18986 -1.59975 4.61169
H19 -5.10212 1.10196 4.38404
H20 -0.94294 0.90735 3.89918
H21 -2.56025 3.08026 2.89999
H22 -2.49672 3.33803 4.64919
H23 -4.05615 3.18389 3.86994
C14 3.71369 1.50858 -0.29288
C15 3.51562 0.44887 0.80762
C16 2.61239 -0.71811 0.37962
C17 3.10203 -1.57361 -0.79847
P1 2.03781 -3.00626 -1.13001
C18 0.60335 -2.39913 -2.09567
C19 0.85147 -1.94164 -3.53242
C20 -0.50769 -1.55853 -4.16356
C21 -1.56635 -2.66041 -4.13292
C22 2.99523 -4.24025 -2.10788
C23 4.26857 -4.66563 -1.39397
C24 5.11539 -5.64671 -2.24209
C25 4.29763 -6.73980 -2.94244
C26 1.48555 -3.67634 0.46713
C27 0.99977 -5.11702 0.33668
C28 0.19393 -5.62766 1.52180
C29 -0.12690 -7.12298 1.47658
H24 2.84745 2.18212 -0.28634
H25 3.82082 1.18372 -1.32530
H26 4.53680 2.17976 -0.03578
H27 3.11625 0.94503 1.69117
H28 4.48850 0.04012 1.09247
H29 1.60445 -0.32452 0.21609
H30 2.58756 -1.31633 1.29636
H31 4.08845 -1.96792 -0.54109
H32 3.20877 -0.99045 -1.71371
H33 -0.02680 -1.71543 -1.51945
H34 -0.04198 -3.28897 -2.12500
H35 1.38903 -2.68694 -4.12223
H36 1.50278 -1.06600 -3.59242
H37 -0.30344 -1.19183 -5.16891
H38 -0.87615 -0.68380 -3.61766
H39 -1.05008 -3.60852 -4.32024
H40 -2.25502 -2.52888 -4.96533
H41 -2.10979 -2.77281 -3.19636
H42 3.24012 -3.86838 -3.10137
H43 2.33025 -5.10378 -2.17542
H44 4.19756 -5.06855 -0.37881
H45 4.96493 -3.83891 -1.21066
H46 5.87662 -6.09367 -1.60333
H47 5.65566 -5.08064 -3.00274
H48 3.50786 -7.18635 -2.33716
H49 4.90298 -7.47878 -3.46156
H50 3.75476 -6.27281 -3.77529
H51 0.78871 -2.94057 0.88453
H52 2.30645 -3.63348 1.18945
H53 1.90905 -5.71354 0.21879
H54 0.39726 -5.28182 -0.56246
H55 -0.75216 -5.06694 1.52275
H56 0.60733 -5.38262 2.50554
H57 -0.80472 -7.28037 0.62906
H58 -0.71545 -7.46116 2.32770
H59 0.74550 -7.75471 1.32989
C30 -0.04573 6.52730 -4.16266
N5 -1.39439 6.71828 -3.51389
C31 -1.91329 8.09917 -3.77516
C32 -2.39975 5.79599 -4.18029
C33 -1.28796 6.49813 -1.99853
C34 -0.82379 5.09963 -1.53863
O4 -0.79179 5.27624 -0.10631
H60 0.28367 5.50746 -4.01083
H61 0.65062 7.29699 -3.83696
H62 -0.22569 6.75868 -5.21229
H63 -1.90040 8.24583 -4.85273
H64 -1.28419 8.81030 -3.24382
H65 -2.94050 8.20125 -3.43337
H66 -2.43220 5.99732 -5.24636
H67 -3.36861 6.00764 -3.73696
H68 -2.07087 4.78381 -3.96135
H69 -2.30994 6.64464 -1.64636
H70 -0.69296 7.33181 -1.63820
H71 0.20368 4.85817 -1.79052
H72 -1.52518 4.32237 -1.83125
H73 -1.67201 5.32387 0.28284
C35 -5.77216 -4.72367 -0.92880
N6 -4.51299 -4.04206 -0.40542
C36 -4.18442 -4.53649 0.96647
C37 -3.39417 -4.40870 -1.32797
C38 -4.67334 -2.53929 -0.45849
C39 -3.74428 -1.70969 0.38740
O5 -2.40929 -1.83664 -0.09952
H74 -5.55435 -5.78774 -0.94137
H75 -5.84216 -4.41749 -1.97099
H76 -6.61480 -4.41661 -0.32180
H77 -4.20247 -5.62230 1.01217
H78 -4.76440 -3.98975 1.70070
H79 -3.12405 -4.31020 1.10512
H80 -2.43016 -4.16977 -0.88558
H81 -3.45106 -3.97240 -2.31971
H82 -3.42102 -5.49790 -1.40534
H83 -5.69462 -2.25238 -0.19504
H84 -4.56061 -2.24929 -1.50087
H85 -3.73983 -1.84363 1.47200
H86 -4.06790 -0.67016 0.25956
H87 -1.94595 -0.98795 0.06862

Atoms 1-3, force components in eV/Å:
O -0.23 0.16 0.98
C -0.51 -2.21 1.48
O 0.04 0.84 -1.11

Calculated values
HOMO level = -16.70 eV
total charge = +4
gap between HOMO and LUMO = 9.25 eV
relative energy (zero: lowest compared OMol25 entry of this formula, charge and spin) = 0.0 kJ/mol
electronic energy = -70288.6808 eV

---

DFT (wB97M-V/def2-TZVPD) results for a 7-piece molecular cluster, C39H89O18P overall.

Geometry (Å):
C1 3.06394 1.75695 1.77042
C2 4.33610 1.39618 1.53084
C3 4.93454 1.34575 0.17120
O1 4.80060 2.27388 -0.58077
O2 5.67741 0.25817 -0.10444
C4 5.64238 -0.18594 -1.47154
C5 5.48075 -1.69863 -1.48507
C6 4.08466 -2.10573 -0.97824
C7 3.53643 -3.42319 -1.54202
C8 3.53603 -3.54132 -3.05605
C9 2.76248 -2.44401 -3.73499
O3 1.40254 -2.45185 -3.25478
P1 0.26731 -2.15507 -4.29269
O4 0.64518 -1.29182 -5.41928
O5 -0.21732 -3.59156 -4.78604
O6 -0.97807 -1.60712 -3.47286
C10 -0.87189 -0.23252 -3.02755
C11 -0.11681 -0.05532 -1.67632
C12 -0.93916 0.77989 -0.67017
C13 -1.34601 0.04477 0.65357
C14 -2.85672 0.12310 0.88119
C15 -3.48954 -1.18558 1.39225
C16 -3.67074 -2.23094 0.27811
C17 -5.09283 -2.26761 -0.29091
C18 -5.44334 -1.08429 -1.23090
C19 -4.42099 -0.82662 -2.33542
C20 -4.82794 0.41377 -3.14656
C21 -4.37408 1.72049 -2.47342
C22 -3.29894 2.46346 -3.28700
C23 -2.63562 3.57257 -2.47066
C24 -1.33428 4.11578 -3.07282
C25 -0.38159 3.04111 -3.62856
C26 1.09884 3.51639 -3.57919
C27 1.58945 3.99277 -4.95422
H1 2.83351 2.48094 2.55081
H2 2.21449 1.33839 1.23880
H3 5.01670 1.14469 2.34396
H4 4.81102 0.25774 -2.02256
H5 6.56492 0.12692 -1.96515
H6 5.69059 -2.06490 -2.49175
H7 6.25192 -2.11275 -0.82853
H8 4.17966 -2.24730 0.10497
H9 3.37118 -1.28102 -1.08699
H10 4.15288 -4.23598 -1.15706
H11 2.54159 -3.58887 -1.12924
H12 4.54127 -3.56270 -3.48357
H13 3.09458 -4.50860 -3.31767
H14 3.18133 -1.45884 -3.51132
H15 2.83200 -2.56864 -4.81640
H16 -0.99770 -3.48124 -5.34637
H17 -0.39507 0.38432 -3.78895
H18 -1.88764 0.14304 -2.90769
H19 0.83982 0.43140 -1.88649
H20 0.11230 -1.04853 -1.28973
H21 -0.37159 1.67786 -0.41270
H22 -1.84574 1.14366 -1.16240
H23 -1.01869 -0.99661 0.60586
H24 -0.78583 0.53302 1.45309
H25 -3.37124 0.39816 -0.03967
H26 -3.08573 0.93488 1.57953
H27 -4.42981 -0.92995 1.88591
H28 -2.82331 -1.62477 2.14180
H29 -2.93852 -2.12105 -0.52738
H30 -3.47062 -3.21335 0.71925
H31 -5.24707 -3.18328 -0.87144
H32 -5.81298 -2.23910 0.53080
H33 -5.53043 -0.19840 -0.58940
H34 -6.42200 -1.29594 -1.66836
H35 -3.44120 -0.63652 -1.88933
H36 -4.33299 -1.70711 -2.97492
H37 -5.90669 0.43576 -3.31774
H38 -4.36376 0.33272 -4.13512
H39 -5.23568 2.39294 -2.40176
H40 -4.02280 1.56801 -1.45006
H41 -3.82644 2.88845 -4.14664
H42 -2.57621 1.71653 -3.62262
H43 -3.33226 4.41232 -2.37773
H44 -2.49183 3.18978 -1.45361
H45 -1.58408 4.80977 -3.88295
H46 -0.82824 4.69772 -2.30331
H47 -0.63710 2.87449 -4.67605
H48 -0.45412 2.11330 -3.05740
H49 1.17824 4.34119 -2.86949
H50 1.72853 2.71269 -3.18946
H51 1.25240 3.33577 -5.75652
H52 2.68263 3.97015 -4.97394
H53 1.26254 5.01804 -5.13101
O7 1.91439 4.87348 1.83375
C28 1.84827 6.09117 1.09432
C29 1.45156 5.78227 -0.33318
O8 0.20748 5.09693 -0.35218
H54 2.67781 4.38345 1.49833
H55 1.09331 6.70721 1.58220
H56 2.81147 6.61088 1.12992
H57 1.34943 6.69149 -0.92739
H58 2.21195 5.13938 -0.79548
H59 0.22203 4.50602 0.41213
O9 -2.38413 4.84661 4.10193
C30 -1.58511 5.60201 5.01661
C31 -0.16245 5.08446 5.00874
O10 0.39106 5.15315 3.69861
H60 -2.49468 3.96326 4.46934
H61 -1.61666 6.63469 4.67081
H62 -2.02039 5.54659 6.01984
H63 0.46979 5.67383 5.67482
H64 -0.14049 4.04001 5.33457
H65 -0.32837 4.91516 3.09974
O11 0.96133 -3.93695 4.15595
C32 0.66224 -3.82688 2.75225
C33 -0.60486 -4.60758 2.46745
O12 -1.64152 -4.10736 3.29302
H66 1.23308 -4.84582 4.32727
H67 0.51113 -2.76604 2.55299
H68 1.49994 -4.18688 2.15096
H69 -0.90554 -4.51469 1.42310
H70 -0.45165 -5.67081 2.69821
H71 -1.20988 -3.90430 4.13212
O13 4.17053 -2.84556 5.05956
C34 5.02493 -3.84861 5.61907
C35 5.26340 -4.95570 4.61917
O14 5.84011 -4.42453 3.44064
H72 3.28280 -3.22004 4.97771
H73 5.96571 -3.35430 5.85831
H74 4.58092 -4.23924 6.54019
H75 5.94254 -5.70884 5.01913
H76 4.30933 -5.43894 4.36211
H77 5.41011 -3.57061 3.30104
O15 0.75277 2.75790 7.14563
C36 1.54882 1.57511 7.02001
C37 1.30639 0.65549 8.19710
O16 -0.06713 0.31245 8.28852
H78 1.11074 3.27821 7.87305
H79 1.23668 1.09380 6.09336
H80 2.60631 1.84623 6.94452
H81 1.87887 -0.26630 8.09292
H82 1.60523 1.15586 9.12855
H83 -0.56005 1.10934 8.05636
O17 -6.45884 -5.21266 -5.38738
C38 -5.31926 -5.31071 -4.53095
C39 -4.25488 -4.32801 -4.96968
O18 -4.76511 -3.00505 -4.96028
H84 -6.21420 -5.56697 -6.24876
H85 -5.66792 -5.06611 -3.52835
H86 -4.93526 -6.33551 -4.53663
H87 -3.39350 -4.36261 -4.30057
H88 -3.92347 -4.56883 -5.98947
H89 -5.67654 -3.06508 -5.27492

Atoms 1-3, force components in eV/Å:
C 0.15 0.03 0.29
C 0.06 -0.18 0.10
C -0.40 -0.58 -0.06

Calculated values
HOMO level = -9.48 eV
total charge = 0
gap between HOMO and LUMO = 9.57 eV
electronic energy = -88028.5996 eV
SMILES = C=CC(=O)OCCCCCCO[P@@](=O)(O)OCCCCCCCCCCCCCCCCCC.OCCO.OCCO.OCCO.OCCO.OCCO.OCCO